This record from the Open Molecules 2025 dataset describes a structure of composition C15H21F5IO3P2Tc. The level of theory is wB97M-V/def2-TZVPD.

XYZ file:
```
48
Properties=species:S:1:pos:R:3:forces:R:3:lowdin_charge:R:1
H 1.04499 -2.48189 -3.46601 -0.28 0.21 -0.24 0.034
H -3.91816 -0.85577 -2.41440 0.43 0.06 0.25 0.090
C 0.63685 1.68820 3.05717 0.84 -1.65 -2.99 -0.026
F 1.73724 1.76121 2.26682 -1.98 -0.25 1.40 0.152
P -2.02968 -0.44063 -0.94368 -3.53 0.42 0.37 0.719
C -2.92359 1.14622 -0.69481 0.59 0.24 -0.08 -0.198
O -0.31924 -0.02857 1.71295 0.23 -0.28 -0.52 -0.222
C -2.83485 -1.03862 -2.48145 0.95 -0.15 -0.67 -0.208
F -2.68974 0.14051 3.05607 2.15 1.49 1.15 0.173
Tc 0.15804 -0.03391 -0.13959 -1.20 -1.49 -1.15 0.880
F -2.77648 1.61081 5.40043 2.38 -0.06 -1.77 0.240
H 0.41631 -1.41061 -4.75035 -0.05 0.05 0.12 0.140
C -0.42555 0.82698 2.71322 -0.09 0.30 -0.04 -0.202
H 2.73636 -0.36615 -3.09266 0.28 -0.10 0.07 0.062
H -2.43891 -0.49856 -3.35014 -0.30 -0.11 0.06 0.066
H 2.87662 -1.30845 1.51239 0.10 -0.18 -0.14 0.058
O 0.33117 2.90597 -0.92026 -0.14 -3.63 0.97 0.167
C 0.21961 -1.80785 -3.74823 0.08 -0.97 -0.40 -0.145
H -2.40892 -2.45772 0.35901 -0.34 0.11 0.10 0.006
F 1.62768 3.21829 4.55620 -2.15 -1.60 -0.72 0.234
C 0.27033 1.78211 -0.61249 0.00 3.90 -0.75 -0.299
C -1.61431 0.85811 3.47935 -0.60 -2.49 -3.36 -0.012
H -2.67259 -2.11465 -2.61726 -0.06 0.22 0.07 0.051
H -0.72005 -2.37902 -3.75870 0.27 0.16 -0.08 0.075
H 3.04826 1.85824 -0.98766 0.21 -0.06 0.07 0.065
F -0.60509 3.07123 6.14340 -0.01 -0.83 -1.44 0.195
H 4.22564 -0.75077 -2.19045 -0.40 -0.02 0.18 0.088
H -3.93091 1.08961 -1.12806 0.27 -0.01 0.16 0.081
H -2.90079 -0.99455 1.25631 0.00 -0.26 -0.34 0.027
C -1.67072 1.61134 4.62885 -1.95 1.64 3.76 -0.014
H -2.35877 1.95654 -1.17102 -0.36 -0.03 0.02 0.051
C -0.56337 2.37243 4.99850 0.31 1.44 1.98 -0.065
C 0.12273 -0.67471 -2.80357 0.45 4.63 -0.76 -0.453
C 0.58398 2.44290 4.20784 1.05 2.63 3.03 -0.022
H 4.43188 0.80652 -0.54574 -0.31 -0.03 0.09 0.083
H -2.99329 1.35205 0.38114 -0.01 -0.01 -0.25 0.055
I 0.06719 -3.17068 -1.13353 -0.04 -0.95 1.21 0.865
O 0.13049 0.49398 -3.12002 -0.11 -2.72 0.95 0.123
H 3.24616 1.32371 0.69664 0.22 0.03 -0.24 0.039
H 4.16860 -1.70792 0.34125 -0.30 0.15 -0.09 0.087
C 3.08111 -1.64656 0.48838 -0.73 -0.14 0.17 -0.233
H 3.00420 -2.01863 -2.46080 0.04 0.17 0.06 0.055
C 3.14656 -0.95142 -2.26065 -0.75 -0.16 -0.61 -0.204
C 3.37590 1.03064 -0.34902 -0.64 0.35 0.16 -0.209
C -2.91433 -1.48941 0.27963 0.70 -0.16 0.30 -0.231
H 2.62914 -2.63441 0.33393 0.29 0.22 0.18 -0.001
H -3.95488 -1.63926 -0.03706 0.29 0.12 -0.09 0.088
P 2.34722 -0.44688 -0.69184 4.18 -0.18 -0.17 0.695
```
Positions in Å, forces in eV/Å.

Its expectation value of S² is 3.797. The multiplicity is 4. The total energy comes out at -64468.594 eV. As for the charge: +3. The value obtained for the frontier orbital gap (spin up / spin down) is 7.26 / 4.61 eV.


This record from the Open Molecules 2025 dataset describes an isolated molecule of C15H21N3O2. The level of theory is wB97M-V/def2-TZVPD.

XYZ file:
```
41
Properties=species:S:1:pos:R:3:forces:R:3:lowdin_charge:R:1
C -5.80875 1.47414 0.42975 0.00 0.21 -0.18 -0.147
H -3.17137 1.41464 -1.67615 0.05 0.03 -0.07 0.113
H 2.93978 -1.74651 0.92883 0.08 -0.05 -0.01 0.122
H -1.49284 -2.51564 0.20304 -0.13 0.18 0.02 0.078
C -2.28652 -0.70299 -0.25914 0.27 -0.82 -0.02 -0.360
H -6.73764 1.98303 0.65040 -0.05 0.11 -0.06 0.104
H 2.12202 -2.65466 -1.21745 -0.08 0.04 -0.04 0.130
C 3.48233 1.22801 -0.79434 -0.01 -0.19 -0.06 -0.161
H -4.17984 -0.98451 1.72636 0.12 -0.10 -0.02 0.114
C -3.83791 1.16068 -0.86743 -0.05 -0.13 0.13 -0.009
C 5.35888 0.52189 1.34327 -0.05 0.28 0.09 -0.202
H 5.61332 -0.50860 1.08951 0.08 -0.08 0.02 0.108
H -3.19091 -2.39183 0.40179 0.03 0.07 -0.11 0.094
H 3.24345 2.26106 -0.53055 -0.05 0.06 -0.04 0.120
C 3.02730 0.32398 0.35649 0.00 0.00 0.10 -0.322
O -0.06344 -0.53147 -1.06708 -0.35 -0.23 -0.67 0.021
H 3.57016 -0.02950 2.41819 -0.06 0.04 0.05 0.114
C 3.85996 0.63887 1.60451 -0.01 -0.17 -0.05 -0.168
C 4.98241 1.12704 -1.05885 -0.05 0.27 0.07 -0.200
H 6.84401 1.34761 0.01144 0.02 0.09 0.02 0.107
N -5.50442 0.47204 1.23530 -0.38 -0.06 0.39 0.062
H 5.25653 1.82372 -1.85434 0.02 -0.08 -0.06 0.109
N -1.31706 -0.00384 -0.71336 0.09 1.34 0.32 0.126
H 5.58235 2.48389 0.49616 0.03 0.08 0.02 0.113
H 5.90718 0.78265 2.25131 0.03 -0.10 0.01 0.108
H -5.28265 2.70261 -1.25260 -0.04 0.06 -0.05 0.102
C 0.63107 -1.41712 -0.36796 0.30 -0.55 0.29 -0.497
H 2.05372 -1.01670 -1.90577 0.03 -0.08 -0.02 0.114
C 3.08314 -1.17013 0.01199 -0.16 0.17 -0.01 -0.152
N -2.35596 -2.03792 -0.03558 -0.04 -0.38 0.07 0.176
C -5.00218 1.86784 -0.62947 0.06 -0.10 0.04 -0.050
C -4.38967 -0.19741 1.01154 0.39 -0.13 -0.22 -0.103
H 2.92770 0.99023 -1.70322 -0.08 0.08 -0.05 0.107
C -3.51827 0.08713 -0.03833 -0.39 0.28 0.05 -0.140
H 5.23766 0.12289 -1.40261 0.06 -0.04 -0.07 0.106
H 4.05622 -1.43179 -0.40193 0.04 -0.08 0.03 0.108
C 1.99912 -1.59476 -0.98506 0.07 0.03 0.14 -0.081
H 1.98257 0.56772 0.58429 0.02 0.01 0.02 0.140
C 5.77373 1.44826 0.20485 0.10 -0.30 -0.09 -0.207
O 0.25077 -2.00056 0.62346 0.12 0.21 -0.01 0.084
H 3.63859 1.66091 1.92182 -0.02 0.04 0.07 0.117
```
Positions in Å, forces in eV/Å.

The total energy comes out at -24460.477 eV. The value obtained for the frontier orbital gap is 9.92 eV. Its structure (SMILES) is N/C(=N\OC(=O)CCC1CCCCC1)c1cccnc1.


| no. | molar mass (g mol⁻¹) |
| --- | --- |
| 1 | 631.17 |
| 2 | 275.35 |